ORCA calculation (the ωB97M-V functional and the def2-TZVPD basis) on a cluster of 5 separate species, C34H58Br2FN3O12 in total at a distorted geometry.

Last column: Löwdin charge in e.
CARTESIAN COORDINATES (ANGSTROEM)
Br -0.28708 4.29827 1.79211  0.89
Br 2.01503 0.30684 1.96874  0.87
F -0.09450 -0.87715 0.05437  0.02
O 3.16305 1.48539 5.57952  0.10
O 5.17747 0.75854 6.27630  0.04
O 6.09152 -4.76864 -2.71859  0.13
O -1.60947 0.88019 0.39613  0.01
O 0.18055 -3.46741 -6.42359  0.11
O -1.71927 -4.21284 -0.36722  0.12
O -8.39879 6.48528 0.99335  0.02
O -2.82634 3.01927 0.40023  -0.19
O 3.92061 -5.34637 -2.80163  0.00
O -6.26662 7.18661 1.12457  0.12
O 2.10333 -4.34414 -5.66142  0.03
O -0.67629 -1.97370 2.20992  -0.19
N 0.97021 3.22375 -0.97670  -0.04
N 3.37463 0.61850 -3.45015  -0.01
N 0.22346 -3.54525 -1.28792  0.14
C -9.47412 6.25646 1.91852  -0.16
C -7.54135 6.83202 3.15974  -0.07
C 1.09241 1.97231 2.28770  -0.69
C -8.80105 5.97770 3.25295  -0.16
C 1.09525 2.45154 3.73082  -0.16
C 2.71187 1.88960 -3.03694  -0.28
C 0.45844 2.14338 -0.13232  -0.32
C 3.52130 -5.77280 -0.52367  -0.15
C 0.92223 -5.63519 -7.23604  -0.08
C 5.06963 -5.02299 -2.15379  -0.48
C -2.41867 -1.31431 -0.41982  -0.06
C -0.94886 1.14140 -1.99489  0.00
C 1.93488 -6.52534 -6.52253  -0.16
C 2.90403 -5.50606 -5.94639  -0.15
C -1.91482 2.98743 -0.67844  -0.16
C 0.97626 -4.36174 -6.41288  -0.49
C -1.80763 -2.14932 -1.54176  -0.10
C -1.36809 -0.48167 0.39174  -0.45
C 0.51834 2.61439 1.31080  -0.60
C -0.97513 1.71043 -0.56372  -0.37
C 6.04696 -0.34202 5.95002  -0.15
C -4.18695 3.22446 0.04121  -0.23
C -1.53665 -0.89802 1.88715  -0.14
C 4.03177 -0.60157 4.74248  -0.11
C 2.40863 3.36134 -0.90687  -0.20
C -7.27934 6.85940 1.66699  -0.49
C 5.13067 -1.42644 5.40234  -0.15
C 4.82767 -4.99677 -0.65680  -0.07
C -1.14244 -3.40578 -0.99018  -0.55
C -4.73709 4.41461 0.88534  -0.06
C 4.02953 0.65807 5.56763  -0.47
C -0.77203 -2.23878 3.60553  -0.09
C 2.84402 -5.48914 -1.85535  -0.15
C 3.24896 2.29645 -1.66988  -0.18
H -1.19690 -0.01945 2.45749  0.12
H -7.71216 7.85267 3.50517  0.13
H 1.63391 1.68988 -3.01642  0.07
H -9.43201 6.20971 4.10942  0.11
H 3.37331 -5.85271 -5.03119  0.10
H -0.07775 -6.06027 -7.22544  0.12
H 6.77353 0.00077 5.21019  0.13
H 3.44726 1.43766 -1.02050  0.09
H 3.06556 -1.09627 4.78873  0.11
H -1.88120 0.63760 -2.23328  0.09
H 0.62259 3.17954 -1.92293  0.10
H 4.72196 -3.95894 -0.33647  0.13
H -2.58641 -1.06604 2.14676  0.14
H 0.10239 2.20776 4.11988  0.09
H 3.42916 0.04891 -2.61102  0.05
H -1.12620 -1.58350 -2.17035  0.09
H -2.63325 -2.49957 -2.16749  0.13
H -3.92588 4.95189 1.36879  0.08
H 1.22652 -5.40621 -8.25843  0.13
H 0.55008 -2.64229 -1.61977  0.08
H 0.74387 -3.74968 -0.43955  0.10
H -0.79544 1.94222 -2.71939  0.09
H -4.74466 2.33754 0.35973  0.11
H -1.27615 -3.19701 3.76150  0.09
H 1.33701 3.50516 3.80575  0.05
H 5.64543 -5.47528 -0.12501  0.12
H 5.63535 -2.11709 4.72884  0.12
H 3.73663 -6.83941 -0.43645  0.12
H 4.23106 2.74666 -1.84493  0.11
H 0.21789 -2.26126 4.06549  0.08
H -5.52745 4.11475 1.57368  0.06
H 1.13292 1.29356 -0.27618  0.09
H -5.18749 5.13649 0.20186  0.06
H -10.10181 7.15014 1.94803  0.13
H -2.41015 2.96948 -1.65294  0.12
H 6.57921 -0.65855 6.84425  0.12
H -1.35703 -1.48472 4.13672  0.09
H 3.68295 -5.22475 -6.65867  0.13
H -2.97711 -1.96611 0.24700  0.12
H -10.07402 5.41742 1.57245  0.12
H -3.14360 -0.58466 -0.78538  0.12
H -6.70401 6.38801 3.69117  0.13
H 4.27486 -0.33863 3.71330  0.09
H 4.70931 -2.00852 6.22416  0.12
H -1.33086 3.91089 -0.63642  0.08
H 2.27210 -4.56547 -1.84428  0.09
H 1.79662 1.86545 4.34273  0.02
H 2.72864 0.13849 -4.06992  0.06
H -8.52511 4.92340 3.31522  0.12
H 2.67836 4.33598 -1.32492  0.12
H 2.75906 3.38704 0.12562  0.12
H 2.91763 -5.48222 0.33534  0.11
H 2.87623 2.67380 -3.77804  0.11
H 1.44023 -7.06567 -5.71278  0.12
H -4.33723 3.49258 -1.00352  0.11
H 2.19088 -6.30204 -2.16595  0.13
H -0.09464 0.46847 -2.10954  0.08
H 2.41582 -7.25779 -7.16885  0.12

Calculated values
SMILES: CCOC[C@](C)(O[C@](F)(CCC(N)=O)COC)[C@@H](NCCCN)/C(Br)=C(/C)Br.O=C1CCCO1.O=C1CCCO1.O=C1CCCO1.O=C1CCCO1
LUMO, eV: 0.038
Largest force on an atom, hartree/bohr: 0.0637
Total charge: 0

ORCA calculation (the ωB97M-V functional and the def2-TZVPD basis) on a cluster of 8 separate species, H16O8 in total at a distorted geometry.

Last column: natural (NBO) charge in e.
CARTESIAN COORDINATES (ANGSTROEM)
O -0.68786 -2.04265 3.05234  -0.94
O 2.46957 -2.87378 -1.26417  -0.95
O 1.44920 -1.70067 0.41905  -0.96
O -1.92728 2.76944 2.07443  -0.94
O -0.04100 1.33890 -1.57518  -0.93
O -3.45371 -0.96036 -0.65680  -0.94
O 4.34526 2.58869 0.38527  -0.93
O -2.15134 0.95109 -2.11511  -0.91
H 4.93190 2.97400 -0.27533  0.47
H 1.58080 -2.27471 1.18203  0.47
H 0.63954 1.99759 -1.75402  0.46
H -1.52302 -2.51509 3.14346  0.47
H 0.35641 0.76578 -0.90991  0.47
H -0.74933 -1.62243 2.18711  0.48
H -3.88153 -1.80455 -0.47434  0.47
H -2.76945 1.16792 -1.40806  0.47
H 1.95701 -2.41654 -1.94034  0.48
H 3.81985 3.33462 0.69594  0.47
H -1.34665 3.24314 1.46824  0.47
H 2.33655 -1.57479 0.06445  0.48
H -3.53091 -0.86000 -1.61228  0.47
H -2.71824 0.71446 -2.85782  0.45
H 2.89860 -3.59293 -1.74141  0.47
H -2.02426 1.89826 1.67364  0.47

Calculated values
SMILES: O.O.O.O.O.O.O.O
LUMO, eV: 0.375
Largest force on an atom, hartree/bohr: 0.0365
Total charge: 0

ORCA calculation (the ωB97M-V functional and the def2-TZVPD basis) on a cluster of 15 separate species, C64H87BrI2N15O2P2 in total at a distorted geometry.

Last column: Löwdin charge in e.
CARTESIAN COORDINATES (ANGSTROEM)
I -3.64227 -0.99000 -1.08166  1.03
I -1.81667 2.26747 -1.53945  0.88
Br -5.49658 -0.71837 -4.39756  0.26
P -5.14339 1.32689 -3.44850  0.58
P -8.64416 1.72731 -2.90710  0.99
O -10.12997 1.34334 -2.18962  -0.28
O -6.02027 2.39860 -4.41763  -0.40
N 4.53187 -2.03298 -0.62683  0.01
N 5.35738 4.40926 4.45139  0.00
N 7.50354 -4.04839 3.89976  0.01
N -5.68813 -8.18619 3.78984  0.00
N -1.11173 -10.62726 -2.92036  0.00
N 8.45049 -8.62764 4.06032  0.00
N -7.36881 1.94143 -1.63602  -0.28
N -13.37148 5.00747 -1.67496  0.00
N 0.11032 -8.22528 0.85674  0.00
N 2.88999 2.20193 2.04972  0.03
N 4.25386 11.50435 -0.76048  0.00
N 3.55781 4.80252 -4.66943  0.00
N -0.92869 -3.08099 -0.69424  -0.02
N 2.71770 6.50363 1.25419  0.02
N -1.39919 2.79857 -5.14394  -0.01
C 7.80183 -7.47149 4.40362  -0.15
C 6.51763 5.03329 6.23381  -0.11
C 5.56687 4.15555 5.78077  -0.14
C -1.91895 -11.62610 -3.39457  -0.15
C -1.04941 -10.69697 -1.55451  -0.14
C 3.88107 8.28504 0.63527  -0.10
C -5.33068 1.60907 -0.45921  -0.33
C -3.76340 -7.94775 2.72152  -0.12
C 4.90786 4.86956 -4.45301  -0.14
C 0.00720 -2.74607 -1.63717  -0.14
C -2.53454 2.78726 -5.90679  -0.15
C 3.91735 7.14316 1.39410  -0.12
C 6.42292 -3.21308 3.80922  -0.14
C -2.23430 3.35309 -7.11945  -0.10
C -4.33522 -8.07709 3.96119  -0.13
C -7.77612 1.74927 -0.19753  -0.12
C 0.48558 -10.13583 1.91328  -0.10
C 2.01592 2.57043 1.06510  -0.13
C -2.88343 1.74626 0.26981  -0.80
C 6.00364 -2.93034 5.08364  -0.11
C 1.72389 -9.46732 1.73096  -0.10
C -12.16404 5.64603 -1.56566  -0.17
C 5.52168 5.02351 -5.66946  -0.11
C 6.16131 5.44404 4.05380  -0.14
C -0.60778 -4.28952 -0.13979  -0.13
C 1.08658 3.41599 1.61954  -0.15
C 6.89442 5.85040 5.13874  -0.10
C 8.04446 -9.64130 4.88462  -0.14
C 2.60517 8.33844 0.01780  -0.12
C 1.46171 -8.29275 1.07355  -0.14
C 7.77434 -4.30975 5.21701  -0.16
C -6.49307 1.25983 0.57233  -0.10
C -6.05901 1.19048 -1.79658  -0.51
C -8.90794 3.49157 -3.53406  -0.21
C 7.12035 -9.12802 5.75908  -0.11
C 1.42069 3.57029 2.98965  -0.11
C 4.71513 12.32584 0.23214  -0.14
C 6.86124 -3.62473 5.97625  -0.11
C -4.10369 0.77496 0.07247  -0.72
C 4.91448 -3.93944 0.43340  -0.11
C 5.68518 12.90178 -1.71183  -0.11
C -2.37126 -12.34713 -2.31923  -0.11
C 4.50379 5.05628 -6.65657  -0.11
C -12.21303 6.77704 -2.34051  -0.11
C -0.86666 3.72427 -7.08541  -0.10
C -4.81242 -7.97454 1.76666  -0.12
C -14.19170 5.72291 -2.50406  -0.13
C 5.60857 13.20264 -0.32805  -0.11
C 5.88260 -2.09334 -0.41089  -0.14
C 6.96593 -7.75169 5.45344  -0.10
C 2.54079 2.80912 3.22564  -0.14
C -13.49891 6.82525 -2.93517  -0.10
C -0.37908 3.37320 -5.85314  -0.13
C -1.82975 1.17044 1.31374  -0.15
C 3.93472 -3.15619 -0.11952  -0.13
C 3.30268 4.91991 -6.00998  -0.15
C 1.90953 7.22720 0.42189  -0.14
C -1.81964 -11.75790 -1.15239  -0.11
C 6.14935 -3.26530 0.24920  -0.13
C -0.49003 -9.34690 1.36126  -0.18
C 4.83644 11.85118 -1.94941  -0.14
C 0.54236 -4.73565 -0.73968  -0.11
C 0.93244 -3.75706 -1.68917  -0.13
C -5.98891 -8.12026 2.45648  -0.14
H -6.50167 0.15028 0.52026  0.12
H 6.29307 13.39914 -2.45003  0.09
H 0.60207 3.48075 -5.42123  0.09
H 6.58390 5.10555 -5.83208  0.09
H 2.86344 4.68704 -3.95587  0.13
H -2.70895 -7.84470 2.52276  0.07
H -3.89791 -8.10281 4.94536  0.11
H 4.63675 5.16808 -7.72030  0.09
H -4.71615 -7.89657 0.69544  0.09
H 7.98856 -6.55784 3.87289  0.07
H -6.39813 0.13432 -1.68211  0.08
H 1.04903 -5.66192 -0.51992  0.08
H 8.01698 -4.41342 3.11983  0.13
H 4.37016 12.21492 1.24687  0.11
H -11.41487 7.49111 -2.46460  0.09
H 9.12040 -8.71785 3.31977  0.14
H 2.11541 -7.50194 0.74380  0.09
H 6.81347 -3.62373 7.05319  0.09
H 1.79414 -3.79029 -2.33618  0.10
H 7.12415 -3.60193 0.56376  0.09
H 2.12566 2.19729 0.06022  0.11
H 6.53314 -1.30099 -0.74259  0.11
H 6.14514 5.79860 3.03951  0.08
H -0.06698 -1.82168 -2.18735  0.10
H -9.53230 4.05546 -2.80618  0.04
H 6.31722 -7.04592 5.94668  0.09
H 0.32812 -11.08771 2.39378  0.10
H -7.13691 2.94421 -1.69138  0.14
H -1.22304 -4.72591 0.63059  0.11
H -1.45919 2.01171 1.92216  0.07
H -6.13883 1.93585 -5.25928  0.04
H 4.76179 -4.89114 0.91681  0.10
H -1.97027 -12.07533 -0.13310  0.09
H -0.46450 -9.99181 -0.99143  0.08
H -2.92082 3.48620 -7.93992  0.09
H -0.36655 -7.47042 0.39807  0.12
H 3.66875 1.57846 1.92924  0.15
H 5.17262 -2.29566 5.34625  0.09
H -8.38419 0.81863 -0.26092  0.12
H 8.44529 -10.63560 4.77800  0.11
H -15.19316 5.38716 -2.71543  0.11
H -3.45174 2.37871 -5.52327  0.05
H 6.89972 5.08290 7.24032  0.09
H -2.35449 0.42927 1.94410  0.08
H 2.86932 -3.29812 -0.19500  0.08
H 4.68949 6.73376 2.01646  0.08
H 2.46418 5.63412 1.69721  0.11
H 4.71413 3.91025 3.86274  0.10
H -0.30397 4.19646 -7.87415  0.10
H -3.30357 2.65164 0.75938  0.09
H -5.18846 2.70678 -0.59228  0.15
H 3.59120 10.76286 -0.63548  0.10
H -13.61790 4.14951 -1.21750  0.14
H -9.32496 3.47621 -4.55244  0.06
H -10.76776 2.00663 -2.48329  0.05
H -6.35714 -8.29790 4.52860  0.14
H 0.89923 4.16707 3.72105  0.10
H -1.32322 2.44180 -4.20804  0.01
H 7.62106 6.64637 5.14479  0.09
H 6.14640 13.97482 0.19758  0.09
H 6.61205 -9.68011 6.53276  0.09
H 3.11250 2.64435 4.12408  0.11
H 2.29310 4.89667 -6.38602  0.09
H 4.59861 11.32207 -2.85736  0.10
H -0.63870 -9.94847 -3.48643  0.14
H 8.58914 -4.95446 5.49862  0.11
H -6.35395 1.55127 1.62348  0.14
H -1.00999 0.71216 0.73553  0.04
H 4.68154 9.00127 0.53694  0.09
H 0.25894 3.87212 1.09867  0.08
H -11.37768 5.24172 -0.94828  0.09
H 0.91298 6.89025 0.18826  0.10
H -2.09953 -11.73776 -4.45089  0.10
H -3.02574 -13.20240 -2.36551  0.09
H 4.05301 -1.28204 -1.08689  0.14
H 2.69673 -9.80886 2.04518  0.09
H 2.23478 9.10325 -0.64714  0.08
H -1.72814 -2.52135 -0.44756  -0.04
H 5.31284 4.80171 -3.45694  0.10
H -7.89848 3.95569 -3.54724  0.04
H -7.00878 -8.18429 2.11524  0.10
H -4.35538 0.42862 1.09455  0.08
H 6.04923 -2.89363 2.85093  0.08
H -13.87505 7.58311 -3.60246  0.10
H -1.55588 -9.48476 1.28411  0.10
H 5.02385 3.37448 6.28741  0.10
H -8.39465 2.52989 0.26849  0.14

Calculated values
LUMO, eV: -3.452
Largest force on an atom, hartree/bohr: 0.0700
Total charge: +1

| no. | HOMO (eV) |
| --- | --- |
| 1 | -8.631 |
| 2 | -10.403 |
| 3 | -8.980 |